DFT (ωB97M-V with the def2-TZVPD basis set) results for 10 unconnected molecules or ions with the total composition C40H80O28 in a non-equilibrium geometry.

Last columns: bonded neighbours and bond lengths (Å).
Atoms and positions in Å:
1 O 4.94026 3.06664 -1.45239  C37 1.327, C42 1.390
2 O 2.48674 1.26952 6.62350  C43 1.268
3 O -3.75574 -0.73371 5.67005  C34 1.475, C59 1.238
4 O 2.62962 -4.75494 -2.91985  C51 1.364, C60 1.345
5 O -0.97898 -2.72673 1.34469  C57 1.426, C64 1.382
6 O -1.84217 -1.00025 2.63495  C57 1.214
7 O -0.09335 1.63360 -0.36021  C53 1.426, C58 1.349
8 O -1.91771 4.87932 -3.29016  C29 1.277
9 O 4.37075 2.71663 -3.60023  C37 1.278
10 O 6.98638 -1.96628 1.60565  C56 1.370, C65 1.391
11 O 3.55110 1.88543 4.64160  C43 1.389, C52 1.484
12 O 5.35659 -1.53199 0.17411  C47 1.416, C56 1.330
13 O -0.95946 -2.03902 -5.71202  C32 1.364, C45 1.409
14 O -1.56286 3.94817 -5.36219  C29 1.331, C63 1.436
15 O 5.01391 4.84553 -2.75765  C37 1.351, C48 1.457
16 O -0.36790 1.72469 1.77216  C55 1.411, C58 1.331
17 O -4.69636 -2.08365 6.94621  C35 1.399, C59 1.358
18 O -0.80018 6.01275 -5.09141  C29 1.402, C38 1.445
19 O 1.76213 1.19005 0.98739  C58 1.273
20 O -2.90904 -2.99264 2.42068  C30 1.427, C57 1.311
21 O 4.68736 -2.19309 2.29749  C56 1.319
22 O -3.58507 5.34451 0.60490  C33 1.344, C67 1.437
23 O -5.98256 -0.80716 5.54338  C59 1.236
24 O 0.38033 -4.34373 -2.81515  C41 1.417, C60 1.398
25 O 1.90065 -2.84922 -1.84475  C60 1.267
26 O 3.39605 -0.35930 5.20974  C43 1.390, C61 1.438
27 O -2.77136 -0.55467 -5.79767  C32 1.271
28 O -2.78987 -2.77891 -6.53092  C32 1.329, C62 1.409
29 C -1.51097 4.95917 -4.49847  O8 1.277, O14 1.331, O18 1.402
30 C -4.19750 -2.60529 2.89586  O20 1.427, H80 1.090, H105 1.090, H127 1.090
31 C -1.88887 -4.77749 -2.70077  C41 1.541, H86 1.090, H113 1.090, H119 1.090
32 C -2.22385 -1.66952 -6.06734  O13 1.364, O27 1.271, O28 1.329
33 C -4.10311 5.77405 1.76831  O22 1.344, C50 1.573, H85 1.090, H92 1.090
34 C -3.63274 0.52373 4.90955  O3 1.475, H74 1.090, H78 1.090, H101 1.090
35 C -5.80606 -2.78416 7.43003  O17 1.399, C54 1.503, H82 1.090, H106 1.090
36 C 1.19287 -2.52265 2.44715  C64 1.572, H98 1.090, H112 1.090, H144 1.090
37 C 4.76551 3.51909 -2.68795  O1 1.327, O9 1.278, O15 1.351
38 C -0.37360 7.22434 -4.43018  O18 1.445, H83 1.090, H91 1.090, H120 1.090
39 C 0.43599 -0.09676 -1.92257  C53 1.539, H109 1.090, H122 1.090, H137 1.090
40 C 1.70389 -1.97570 5.97274  C61 1.549, H110 1.090, H135 1.090, H148 1.090
41 C -0.74140 -4.01109 -2.01548  O24 1.417, C31 1.541, H73 1.090, H84 1.090
42 C 4.59060 1.76090 -1.12900  O1 1.390, H69 1.090, H77 1.090, H129 1.090
43 C 3.04546 0.94659 5.53230  O2 1.268, O11 1.389, O26 1.390
44 C -3.83544 2.93909 -5.43619  C63 1.513, H123 1.090, H125 1.090, H132 1.090
45 C -0.01875 -1.05265 -5.35684  O13 1.409, H94 1.090, H118 1.090, H146 1.090
46 C -4.39892 -3.06281 -8.40039  C62 1.495, H76 1.090, H114 1.090, H147 1.090
47 C 4.02885 -1.18899 -0.18025  O12 1.416, H90 1.090, H97 1.090, H102 1.090
48 C 4.86506 5.52441 -4.03791  O15 1.457, C68 1.517, H79 1.090, H99 1.090
49 C -4.26554 3.31037 1.57944  C50 1.474, C67 1.559, H107 1.090, H145 1.090
50 C -4.58100 4.44610 2.46391  C33 1.573, C49 1.474, H71 1.090, H116 1.090
51 C 2.38973 -5.90016 -3.62031  O4 1.364, H89 1.090, H111 1.090, H117 1.090
52 C 4.21436 1.50266 3.37093  O11 1.484, H70 1.090, H108 1.090, H134 1.090
53 C 0.52828 1.40982 -1.62419  O7 1.426, C39 1.539, H72 1.090, H130 1.090
54 C -5.29996 -4.12061 7.89583  C35 1.503, H93 1.090, H140 1.090, H141 1.090
55 C 0.01151 1.51139 3.11395  O16 1.411, H87 1.090, H115 1.090, H121 1.090
56 C 5.63050 -1.92284 1.41589  O10 1.370, O12 1.330, O21 1.319
57 C -1.92528 -2.14455 2.23904  O5 1.426, O6 1.214, O20 1.311
58 C 0.54261 1.51474 0.82402  O7 1.349, O16 1.331, O19 1.273
59 C -4.88309 -1.10561 6.02308  O3 1.238, O17 1.358, O23 1.236
60 C 1.67089 -3.91168 -2.49597  O4 1.345, O24 1.398, O25 1.267
61 C 3.17712 -1.50392 6.05244  O26 1.438, C40 1.549, H104 1.090, H128 1.090
62 C -4.12537 -2.70381 -6.97465  O28 1.409, C46 1.495, H75 1.090, H131 1.090
63 C -2.38438 2.82045 -5.02420  O14 1.436, C44 1.513, H88 1.090, H136 1.090
64 C 0.27813 -2.16564 1.21961  O5 1.382, C36 1.572, H95 1.090, H133 1.090
65 C 7.49664 -2.34952 2.84184  O10 1.391, C66 1.518, H100 1.090, H138 1.090
66 C 7.98276 -3.78506 2.75442  C65 1.518, H96 1.090, H139 1.090, H142 1.090
67 C -3.17535 3.96954 0.68152  O22 1.437, C49 1.559, H124 1.090, H143 1.090
68 C 3.41282 5.96143 -4.07507  C48 1.517, H81 1.090, H103 1.090, H126 1.090
69 H 5.29374 1.11498 -1.65480  C42 1.090
70 H 3.61677 0.80987 2.77846  C52 1.090
71 H -5.65015 4.54004 2.65415  C50 1.090
72 H 0.04690 2.04159 -2.37067  C53 1.090
73 H -0.62351 -4.41138 -1.00852  C41 1.090
74 H -3.09843 0.47216 3.96090  C34 1.090
75 H -4.58699 -1.74925 -6.72202  C62 1.090
76 H -3.50574 -3.20959 -9.00767  C46 1.090
77 H 4.55626 1.52673 -0.06500  C42 1.090
78 H -3.26627 1.32886 5.54638  C34 1.090
79 H 5.04524 4.92526 -4.93047  C48 1.090
80 H -4.59212 -1.67191 2.49439  C30 1.090
81 H 2.70935 5.13637 -3.96316  C68 1.090
82 H -6.65241 -2.97908 6.77139  C35 1.090
83 H 0.30375 7.06655 -3.59089  C38 1.090
84 H -0.87986 -2.93051 -1.97973  C41 1.090
85 H -3.30392 6.21676 2.36278  C33 1.090
86 H -2.74453 -4.65970 -2.03589  C31 1.090
87 H 0.08557 0.43536 3.27132  C55 1.090
88 H -2.36279 2.66869 -3.94503  C63 1.090
89 H 1.79066 -6.60923 -3.04898  C51 1.090
90 H 3.37286 -2.04420 -0.01772  C47 1.090
91 H 0.18121 7.71528 -5.22973  C38 1.090
92 H -4.89096 6.51520 1.63384  C33 1.090
93 H -4.77637 -4.65213 7.10119  C54 1.090
94 H 0.72118 -1.28997 -4.59244  C45 1.090
95 H 0.82575 -2.63271 0.40104  C64 1.090
96 H 8.83164 -3.80193 2.07089  C66 1.090
97 H 3.60234 -0.43543 0.48183  C47 1.090
98 H 0.78359 -1.95725 3.28435  C36 1.090
99 H 5.37257 6.48536 -4.12217  C48 1.090
100 H 8.41842 -1.78263 2.97247  C65 1.090
101 H -4.59120 0.97750 4.65748  C34 1.090
102 H 3.92356 -0.84440 -1.20897  C47 1.090
103 H 3.21086 6.23728 -5.11006  C68 1.090
104 H 3.50837 -1.10608 7.01166  C61 1.090
105 H -4.89301 -3.26278 2.37425  C30 1.090
106 H -6.18581 -2.14926 8.23053  C35 1.090
107 H -5.17666 2.94986 1.10195  C49 1.090
108 H 4.47282 2.38437 2.78453  C52 1.090
109 H -0.36808 -0.18197 -2.65354  C39 1.090
110 H 1.55729 -3.02792 5.72892  C40 1.090
111 H 3.36018 -6.36741 -3.78767  C51 1.090
112 H 2.20771 -2.15005 2.30794  C36 1.090
113 H -2.23334 -4.32576 -3.63101  C31 1.090
114 H -5.17969 -2.42654 -8.81712  C46 1.090
115 H -0.69465 1.64561 3.93335  C55 1.090
116 H -4.13268 4.40086 3.45641  C50 1.090
117 H 1.83566 -5.72405 -4.54232  C51 1.090
118 H -0.36781 -0.08066 -5.00828  C45 1.090
119 H -1.83491 -5.85992 -2.81707  C31 1.090
120 H -1.21861 7.81206 -4.07152  C38 1.090
121 H 1.00607 1.86726 3.38283  C55 1.090
122 H 1.29787 -0.39591 -2.51904  C39 1.090
123 H -4.50028 2.17528 -5.03285  C44 1.090
124 H -3.21099 3.61708 -0.34931  C67 1.090
125 H -4.28841 3.89079 -5.15835  C44 1.090
126 H 3.29388 6.78329 -3.36902  C68 1.090
127 H -4.40563 -2.63222 3.96546  C30 1.090
128 H 3.79332 -2.34013 5.72207  C61 1.090
129 H 3.53289 1.60195 -1.33897  C42 1.090
130 H 1.57811 1.70152 -1.59469  C53 1.090
131 H -4.72079 -3.49045 -6.51121  C62 1.090
132 H -3.95653 2.89454 -6.51852  C44 1.090
133 H 0.19390 -1.10025 1.00520  C64 1.090
134 H 5.05441 0.93682 3.77373  C52 1.090
135 H 1.05414 -1.37643 5.33493  C40 1.090
136 H -2.09080 1.88234 -5.49525  C63 1.090
137 H 0.35230 -0.84335 -1.13282  C39 1.090
138 H 6.75225 -2.27321 3.63440  C65 1.090
139 H 8.22859 -4.28589 3.69082  C66 1.090
140 H -4.66048 -3.98400 8.76789  C54 1.090
141 H -6.25553 -4.62013 8.05542  C54 1.090
142 H 7.10198 -4.28874 2.35615  C66 1.090
143 H -2.14517 3.84850 1.01646  C67 1.090
144 H 1.15078 -3.58967 2.66575  C36 1.090
145 H -3.93224 2.46729 2.18460  C49 1.090
146 H 0.61424 -0.79150 -6.20492  C45 1.090
147 H -4.92705 -4.01632 -8.39832  C46 1.090
148 H 1.22376 -1.78028 6.93158  C40 1.090

As for the HOMO-LUMO gap: 9.572 eV. The SMILES is CCOC(=O)OC.CCOC(=O)OC.CCOC(=O)OC.CCOC(=O)OC.CCOC(=O)OC.CCOC(=O)OC.CCOC(=O)OC.CCOC(=O)OC.CCOC(=O)OC.C1CCOC1. The calculation puts the HOMO energy at -9.1 eV. Its multiplicity is 1. As for the relative energy (zero: lowest compared OMol25 entry of this formula, charge and spin): 8.986 eV. The calculation puts the total energy at -3678.64483 Ha.